(1)
The following is a quantum chemistry calculation of a structure of composition C3H2O, from the OMol25 dataset.

```
6
Properties=species:S:1:pos:R:3:lowdin_charge:R:1
C -0.0795 -0.8789 0.0066 -0.4359
C 0.6523 -1.9456 0.1193 0.2065
C -0.0497 0.6402 -0.0946 -0.0875
O -1.2505 -0.1232 -0.2816 0.0085
H 0.3858 1.0309 1.1365 0.2082
H 0.3416 1.2766 -0.8861 0.1002
```

Properties
**HOMO**: -10.189 eV
**Orbital gap**: 0.3276 Eh


(2)
The following is a quantum chemistry calculation of an isolated molecule of C3H2O, from the OMol25 dataset.

```
6
Properties=species:S:1:pos:R:3:lowdin_charge:R:1
O -0.8521 1.5184 0.3954 0.0623
C -0.7430 0.3487 0.1368 -0.2936
C 0.7480 -1.2428 -0.9227 0.2087
C 0.5997 -0.3124 -0.0210 -0.2141
H -1.6164 -0.3124 0.0111 0.1233
H 1.4444 0.0789 0.5467 0.1134
```

Properties
**HOMO**: -10.752 eV
**Orbital gap**: 0.3489 Eh


(3)
The following is a quantum chemistry calculation of an isolated molecule of C3H2O, from the OMol25 dataset.

```
6
Properties=species:S:1:pos:R:3:lowdin_charge:R:1
C 0.6965 -0.3717 -0.0936 -0.3111
C -0.6115 0.0903 0.2643 -0.0584
C -1.7106 0.2154 0.8056 0.1395
H 1.0103 -1.3234 0.2992 0.1123
H -2.5330 0.7819 1.2530 0.0515
O 1.4096 0.1172 -0.9263 0.0663
```

Properties
**HOMO**: -10.659 eV
**Orbital gap**: 0.3847 Eh
**Structure (SMILES)**: C#CC=O


(3) is favored, and the nearest alternative lies 0.0573 hartree above it.


(1)
The following is a quantum chemistry calculation of an isolated molecule of H3IN2, from the OMol25 dataset.

```
6
Properties=species:S:1:pos:R:3:lowdin_charge:R:1
N -0.0988 0.7553 -0.4336 -0.1000
N 0.0383 -0.1332 0.6270 -0.6570
I 0.3958 -2.1241 0.3337 0.6448
H 0.8819 1.0073 -0.6502 0.0866
H -0.5685 0.5812 -1.2461 0.0213
H -0.6486 -0.0864 1.3693 0.0044
```

Properties
**HOMO**: -8.773 eV
**Orbital gap**: 0.3252 Eh
**Structure (SMILES)**: NNI


(2)
The following is a quantum chemistry calculation of a structure of composition H3IN2, from the OMol25 dataset.

```
6
Properties=species:S:1:pos:R:3:lowdin_charge:R:1
N -0.8995 -0.9698 -0.0814 -0.3567
N 1.6434 1.2516 -0.7336 -0.6083
I -0.0248 1.0576 0.1555 1.2519
H -1.8711 -0.8287 -0.2474 -0.0741
H -0.9941 -1.3572 0.8798 -0.0311
H 2.1461 0.8464 0.0271 -0.1816
```

Properties
**HOMO**: -9.120 eV
**Orbital gap**: 0.3165 Eh


(1) is favored, and the nearest alternative lies 0.0785 hartree above it.


(1)
The following is a quantum chemistry calculation of a structure of composition C21H18Br2N3O3Pd, from the OMol25 dataset.

```
48
Properties=species:S:1:pos:R:3:lowdin_charge:R:1
Pd 0.8408 1.3229 -0.0669 0.7853
O -2.9531 -1.5316 2.7596 0.0525
C -3.4449 -0.3442 2.2795 -0.2697
C -4.7927 -0.0201 2.3121 -0.0134
C -5.2233 1.1858 1.7811 -0.0719
C -4.3166 2.0583 1.1972 -0.0756
C -2.9692 1.7268 1.1739 -0.0242
C -2.5228 0.5391 1.7297 -0.1054
C -1.0395 0.1994 1.8160 -0.3884
O -0.1907 1.2571 1.6461 -0.2777
N -0.7618 -0.8639 0.8461 0.0487
N 0.2796 -0.7423 0.0437 -0.0935
C 0.7059 -1.6887 -0.7125 -0.1530
C 1.7936 -1.4942 -1.6316 -0.5449
Br 2.2437 0.3691 -1.8879 0.8314
C 2.5164 -2.3527 -2.3539 -0.0866
C 2.5040 -3.8146 -2.3881 -0.2087
C 1.9105 -4.6390 -1.4269 -0.0340
C 1.9360 -6.0149 -1.5679 -0.0656
C 2.5707 -6.5984 -2.6560 -0.0629
C 3.1997 -5.7958 -3.5966 -0.0614
C 3.1673 -4.4197 -3.4613 -0.0305
H -3.6541 -2.0232 3.2017 0.1171
H -5.5038 -0.7119 2.7506 0.1193
H -6.2735 1.4416 1.8253 0.1106
H -4.6568 2.9915 0.7695 0.1051
H -2.2451 2.3963 0.7278 0.0980
H -0.8846 -0.2471 2.8086 0.1566
H -1.2479 -1.7475 0.9354 0.1561
H 0.2198 -2.6580 -0.6931 0.1307
H 3.2280 -1.9058 -3.0404 0.1025
H 1.4664 -4.2122 -0.5393 0.0959
H 1.4658 -6.6382 -0.8190 0.1106
H 2.5865 -7.6747 -2.7614 0.1115
H 3.7187 -6.2446 -4.4327 0.1121
H 3.6509 -3.7945 -4.2022 0.1164
O 1.1613 7.4563 1.1082 0.1221
C 1.0811 6.1508 0.8516 -0.2932
C 0.2336 5.2770 1.5304 0.0340
C 0.2275 3.9497 1.1785 -0.1017
N 0.9973 3.4527 0.1947 -0.0832
C 1.8170 4.2990 -0.4377 -0.7076
Br 2.9158 3.6015 -1.7996 0.7841
C 1.9001 5.6395 -0.1527 -0.0256
H 0.5619 7.7195 1.8179 0.1326
H -0.4093 5.6252 2.3279 0.1298
H -0.3898 3.2333 1.7022 0.0899
H 2.5799 6.2851 -0.6876 0.1260
```

Properties
**HOMO**: -10.845 eV
**Total charge**: +1
**Orbital gap**: 0.2478 Eh


(2)
The following is a quantum chemistry calculation of a structure of composition C21H18Br2N3O3Pd, from the OMol25 dataset.

```
48
Properties=species:S:1:pos:R:3:lowdin_charge:R:1
Pd 0.0438 0.0397 0.0490 0.7432
O -0.1419 3.9688 3.6753 0.0487
C 0.8678 4.1575 2.7598 -0.2666
C 1.9191 5.0322 2.9778 -0.0157
C 2.9319 5.1264 2.0342 -0.0734
C 2.8929 4.3500 0.8853 -0.0766
C 1.8263 3.4865 0.6792 -0.0364
C 0.8021 3.3845 1.6061 -0.1102
C -0.3801 2.4594 1.3998 -0.3753
O -0.4495 1.9256 0.1259 -0.2725
N -0.3144 1.3776 2.4120 0.0515
N -0.2950 0.1130 2.0015 -0.1485
C -0.3213 -0.9003 2.7895 -0.1485
C -0.2407 -2.2700 2.3146 -0.5432
Br -0.0741 -2.4604 0.4057 0.9071
C -0.3531 -3.3258 3.1235 -0.0734
C -0.3479 -4.7686 2.8811 -0.2296
C 0.3336 -5.3894 1.8324 -0.0678
C 0.2581 -6.7626 1.6683 -0.0654
C -0.4938 -7.5337 2.5433 -0.0642
C -1.1524 -6.9308 3.6058 -0.0628
C -1.0696 -5.5608 3.7787 -0.0316
H -0.0697 4.6209 4.3804 0.1154
H 1.9516 5.6285 3.8826 0.1181
H 3.7514 5.8126 2.2013 0.1093
H 3.6823 4.4278 0.1504 0.1043
H 1.7523 2.9038 -0.2295 0.0904
H -1.3077 3.0080 1.6063 0.1555
H -0.3911 1.5842 3.3985 0.1482
H -0.4016 -0.7494 3.8621 0.1437
H -0.5310 -3.0478 4.1599 0.1282
H 0.9677 -4.8178 1.1707 0.0676
H 0.7973 -7.2335 0.8574 0.1105
H -0.5525 -8.6051 2.4069 0.1109
H -1.7228 -7.5280 4.3040 0.1113
H -1.5776 -5.0926 4.6131 0.1170
O 2.5404 0.4537 -5.5315 0.1218
C 1.8848 0.3760 -4.3708 -0.2914
C 0.4985 0.4443 -4.2527 0.0295
C -0.0522 0.3502 -2.9971 -0.0832
N 0.6733 0.1889 -1.8846 -0.1322
C 2.0057 0.1363 -2.0157 -0.6862
Br 2.9689 -0.0782 -0.3851 0.8106
C 2.6538 0.2219 -3.2191 -0.0131
H 1.9320 0.5634 -6.2727 0.1324
H -0.1385 0.5771 -5.1162 0.1299
H -1.1217 0.4178 -2.8469 0.1325
H 3.7315 0.1762 -3.2829 0.1304
```

Properties
**HOMO**: -10.763 eV
**Total charge**: +1
**Orbital gap**: 0.2762 Eh


(2) is favored, and the nearest alternative lies 0.0115 hartree above it.